Density functional theory data (ωB97M-V/def2-TZVPD) for a structure of composition C36H55BiGeNOS7SbSi3Te in a non-equilibrium geometry.

The geometry in XYZ format:
```
107
C36H55BiGeNOS7SbSi3Te | the Open Molecules 2025 dataset | ωB97M-V/def2-TZVPD
Bi -0.128 -1.386 -0.849
O 0.248 3.939 -5.527
C 0.622 3.444 -4.489
S 0.478 4.223 -2.915
C 1.310 2.995 -1.945
C 1.710 1.904 -2.632
S 2.646 0.549 -2.041
S 1.364 1.851 -4.358
S 1.566 3.341 -0.282
S -0.958 -6.349 -0.873
Sb 0.600 -4.791 -0.283
S 0.808 -3.205 -2.245
S -0.734 -3.016 0.932
C -4.313 -1.721 1.186
Si -4.350 -2.439 -0.573
C -4.280 -4.321 -0.442
C -6.060 -1.971 -1.286
Ge -2.628 -1.502 -1.980
Si -2.694 -2.765 -4.051
C -1.656 -1.830 -5.347
C -4.456 -2.912 -4.776
C -2.064 -4.539 -3.975
Si -3.507 0.654 -2.649
C -2.164 1.616 -3.573
C -4.075 1.810 -1.237
C -5.030 0.620 -3.797
H -5.127 -2.114 1.801
H -4.389 -0.631 1.176
H -3.371 -1.985 1.669
H -5.013 -4.713 0.268
H -3.290 -4.634 -0.105
H -4.450 -4.798 -1.411
H -6.857 -2.599 -0.880
H -6.061 -2.085 -2.372
H -6.307 -0.930 -1.064
H -2.182 -0.965 -5.757
H -1.379 -2.482 -6.179
H -0.730 -1.474 -4.889
H -4.905 -1.935 -4.958
H -5.109 -3.459 -4.092
H -4.434 -3.453 -5.725
H -0.976 -4.546 -4.008
H -2.437 -5.146 -4.806
H -2.343 -5.032 -3.043
H -1.307 1.768 -2.911
H -2.500 2.599 -3.911
H -1.807 1.066 -4.446
H -3.231 2.354 -0.814
H -4.553 1.250 -0.429
H -4.798 2.544 -1.602
H -4.822 0.079 -4.721
H -5.337 1.633 -4.068
H -5.876 0.131 -3.310
Te 2.342 0.660 0.530
C 4.236 1.727 0.576
C 4.211 2.869 1.374
C 5.324 3.686 1.479
C 6.475 3.381 0.768
C 6.503 2.253 -0.035
C 5.389 1.427 -0.130
C 3.326 -1.305 0.450
C 4.237 -1.695 -0.528
C 4.844 -2.943 -0.490
C 4.545 -3.833 0.528
C 3.591 -3.488 1.472
C 2.976 -2.246 1.418
H 3.304 3.133 1.901
H 5.288 4.570 2.105
H 7.343 4.026 0.834
H 7.393 2.019 -0.608
H 5.435 0.556 -0.767
H 4.468 -1.039 -1.357
H 5.545 -3.215 -1.269
H 5.019 -4.806 0.573
H 3.308 -4.184 2.252
H 2.184 -2.040 2.127
C 4.973 0.159 3.324
C 3.774 1.013 3.621
C 3.861 2.084 4.455
C 2.689 2.784 4.863
C 2.802 3.842 5.929
C 1.472 2.468 4.346
C 1.302 1.441 3.346
C 2.526 0.650 3.008
N 0.219 1.127 2.704
C -1.108 1.634 3.043
C -1.247 3.167 3.013
C -2.044 1.059 1.978
C -1.557 1.090 4.408
H 5.875 0.580 3.769
H 5.127 0.080 2.247
H 4.826 -0.854 3.709
H 4.818 2.372 4.879
H 3.786 4.311 5.917
H 2.657 3.399 6.918
H 2.043 4.613 5.796
H 0.603 2.994 4.715
H 2.342 -0.419 3.024
H -0.695 3.577 2.170
H -0.872 3.631 3.927
H -2.299 3.440 2.903
H -1.773 1.458 0.996
H -3.080 1.321 2.193
H -1.955 -0.030 1.965
H -0.887 1.420 5.204
H -1.559 -0.001 4.385
H -2.568 1.437 4.639
```

## Properties
total energy = -7990.58152 hartree
net charge = -2
relative energy (zero: lowest compared OMol25 entry of this formula, charge and spin) = 27.1 kJ/mol
spin multiplicity = 1


Density functional theory data (ωB97M-V/def2-TZVPD) for the molecule C2H4ClO3 in a non-equilibrium geometry.

The geometry in XYZ format:
```
10
C2H4ClO3 | the Open Molecules 2025 dataset | ωB97M-V/def2-TZVPD
O -1.137 0.070 1.035
O 0.019 -0.131 0.585
C -2.651 1.691 1.681
C -1.153 1.610 1.526
Cl -0.321 1.703 3.043
O -3.298 0.668 0.929
H -2.856 1.550 2.766
H -2.998 2.668 1.299
H -0.773 2.298 0.758
H -4.233 0.819 1.028
```

## Properties
total energy = -764.15390 hartree
<S²> = 3.76
relative energy (zero: lowest compared OMol25 entry of this formula, charge and spin) = 397.9 kJ/mol
spin multiplicity = 4


Density functional theory data (ωB97M-V/def2-TZVPD) for the molecule C3H5N3O in a non-equilibrium geometry.

The geometry in XYZ format:
```
12
C3H5N3O | the Open Molecules 2025 dataset | ωB97M-V/def2-TZVPD
H -0.793 2.412 -0.482
N -1.150 1.442 0.049
C -0.342 0.390 0.179
C 1.130 0.589 0.033
N 1.537 -0.694 -0.079
C 0.538 -1.537 0.014
N -0.707 -0.874 0.572
O -1.905 -1.241 -0.187
H 1.571 1.271 -0.657
H 1.533 0.900 0.967
H 0.908 -2.475 -0.301
H -2.320 -0.181 -0.109
```

## Properties
total energy = -356.64269 hartree
relative energy (zero: lowest compared OMol25 entry of this formula, charge and spin) = 563.7 kJ/mol
spin multiplicity = 1


Question: Which value of spin multiplicity does entry 3 give?
Answer: 1


Question: Which of these has the highest relative energy (zero: lowest compared OMol25 entry of this formula, charge and spin)?
Answer: C3H5N3O


What did the second record say?
Density functional theory data (ωB97M-V/def2-TZVPD) for the molecule C2H4ClO3 in a non-equilibrium geometry.

The geometry in XYZ format:
```
10
C2H4ClO3 | the Open Molecules 2025 dataset | ωB97M-V/def2-TZVPD
O -1.137 0.070 1.035
O 0.019 -0.131 0.585
C -2.651 1.691 1.681
C -1.153 1.610 1.526
Cl -0.321 1.703 3.043
O -3.298 0.668 0.929
H -2.856 1.550 2.766
H -2.998 2.668 1.299
H -0.773 2.298 0.758
H -4.233 0.819 1.028
```

## Properties
total energy = -764.15390 hartree
<S²> = 3.76
relative energy (zero: lowest compared OMol25 entry of this formula, charge and spin) = 397.9 kJ/mol
spin multiplicity = 4


Question: Among the records above, which one has the lowest total energy?
Answer: C36H55BiGeNOS7SbSi3Te